No. 1
Density functional theory data (ωB97M-V/def2-TZVPD) for C29H30AsFeN6O3S as an isolated structure in a non-equilibrium geometry.

Results
E_tot: -151702.15397 eV
max |F|: 1.4 eV Å⁻¹
multiplicity: 6
lowest unoccupied orbital energy (spin up / spin down): -0.3 / -1.5 eV
ΔE to the lowest compared entry with this formula, charge and spin: 0.0 kcal per mole
orbital gap (spin up / spin down): 7.547 / 6.321 eV

XYZ file:
```
71
Properties=species:S:1:pos:R:3:lowdin_spin:R:1
H -1.35886 -4.68970 1.06070 0.00
O -3.25785 0.60056 -1.39513 0.02
C 3.52091 -0.62741 -0.13018 0.01
C 0.19170 -1.93158 -5.83416 0.00
C -0.78401 3.44942 -3.57380 0.00
C 3.01184 -1.60974 2.02650 0.01
H -1.05477 2.66390 5.23038 0.00
C 0.39318 3.90315 -1.53948 0.00
C -2.16413 -1.42162 -0.74302 0.01
H -0.16726 1.93898 0.96314 0.00
C 4.71100 -0.12394 0.37246 0.00
C 0.64275 2.18073 0.27390 0.00
C -0.61541 2.09513 4.41158 0.00
C -0.13173 -0.58085 -3.72700 0.08
C -1.62448 -3.79315 0.51931 0.00
H 2.09485 -3.38755 2.82634 0.00
N -0.10503 -1.97985 -6.94491 0.00
N 1.03457 -2.67599 -3.77105 0.03
H -2.06235 1.71467 -4.95390 0.00
C 0.39400 -1.75215 -4.42454 0.01
C 0.85275 -3.00888 0.40954 0.01
C 2.12463 -2.31497 3.01166 0.00
C 0.11949 2.62712 -1.06321 0.01
H -3.74915 -4.07449 0.56530 0.00
C 4.21727 -1.08893 2.49014 0.00
H -2.62097 2.95005 2.21770 0.00
H 0.98081 4.57654 -0.92652 0.00
H 1.28145 2.94820 0.71088 0.00
H 2.49124 -2.14081 4.02318 0.00
C 5.07617 -0.36356 1.68495 0.01
O 1.34245 -4.01553 0.88243 0.03
H -4.23936 -1.85700 -0.52192 0.00
C 2.66820 -1.40751 0.67325 0.01
N -0.93968 0.48049 -1.36111 0.11
H 0.14777 5.32688 -3.12552 0.00
H -3.74728 1.60244 1.99135 0.00
H -3.85577 2.61848 3.45990 0.00
As -1.94156 0.96496 3.58299 0.00
C 3.14486 -0.29587 -1.54844 0.03
H -1.11965 3.75809 -4.55684 0.00
H -3.72305 -0.39985 4.68568 0.00
H 1.09832 -1.94650 2.95041 0.00
H -1.45788 -0.43800 -5.20963 0.00
H 4.47496 -1.25484 3.52976 0.00
C -3.18395 2.17063 2.72880 0.00
C -1.83932 1.22715 -4.00501 0.00
Fe 0.63265 -0.83788 -1.48957 4.15
C -2.19831 0.01027 -1.22267 0.01
C -2.94008 -3.42788 0.25106 0.00
H 3.95974 0.18453 -2.08652 0.00
H 2.34131 0.47784 -1.58628 0.01
H 0.18307 1.45598 4.78256 0.00
C -0.66797 1.77069 -1.84920 0.01
C -3.23073 -2.21025 -0.36240 0.00
S -1.13727 -0.43938 2.28589 0.00
H -2.78465 0.94672 -3.53836 0.00
N 1.43994 -1.81372 0.11384 0.11
H -2.21226 -0.45119 5.61194 0.00
C -1.07751 2.16884 -3.12371 0.01
H -3.27509 0.97917 5.72899 0.00
H 6.00500 0.02649 2.07971 0.00
H 2.85751 -1.18457 -2.11874 0.01
N -1.11257 -0.00904 -4.35141 0.02
C -0.62509 -2.93877 0.09144 0.01
N -0.92609 -1.83683 -0.56013 0.11
O 1.08188 -2.50845 -2.48323 0.14
H -0.21102 2.77342 3.66252 0.00
C -2.89887 0.19679 5.07080 0.00
C -0.06675 4.32518 -2.77738 0.01
H 1.23848 1.26365 0.21972 0.00
H 5.35304 0.46111 -0.27571 0.00
```

***

No. 2
Density functional theory data (ωB97M-V/def2-TZVPD) for a 2-piece molecular cluster, C3H7ClN2O overall in a non-equilibrium geometry.

Results
E_tot: -20770.76057 eV
max |F|: 4.9 eV Å⁻¹
lowest unoccupied orbital energy (spin up / spin down): -1.0 / -1.0 eV
ΔE to the lowest compared entry with this formula, charge and spin: 79.0 kcal per mole
orbital gap (spin up / spin down): 8.384 / 8.390 eV

XYZ file:
```
14
Properties=species:S:1:pos:R:3:nbo_charge:R:1
C 0.32832 -2.16476 0.30333 -0.69
N -1.04947 0.79806 0.39909 -0.35
C 1.30644 -1.06219 0.03307 0.61
H -2.25765 1.81803 -0.82147 0.24
H -0.95350 1.13067 1.35593 0.36
H -0.93340 2.84515 -0.19208 0.19
N 0.86763 0.18028 0.32156 -0.42
H -0.34596 -1.89563 1.10862 0.23
C -1.19720 1.84077 -0.53679 -0.48
H 0.88680 -3.06638 0.54058 0.24
Cl 1.78029 1.51607 -0.14137 0.17
H -0.24838 -2.33148 -0.60464 0.24
H -0.64234 1.61011 -1.45036 0.24
O 2.45842 -1.21870 -0.31546 -0.58
```

***

No. 3
Density functional theory data (ωB97M-V/def2-TZVPD) for one molecule with the formula C17H25N3O4.

Results
E_tot: -30696.53003 eV
max |F|: 0.7 eV Å⁻¹
lowest unoccupied orbital energy: 0.3 eV
ΔE to the lowest compared entry with this formula, charge and spin: 3.3 kcal per mole
orbital gap: 9.036 eV
SMILES: CCCCOC(=O)c1ccc(NC(=O)C(=O)NCCN(C)C)cc1

XYZ file:
```
49
Properties=species:S:1:pos:R:3:nbo_charge:R:1
N -1.22682 0.20203 0.24900 -0.58
H -5.86097 2.86395 -5.64416 0.17
H 0.82708 -0.43209 -1.34587 0.25
C -4.93785 0.32530 -5.48339 -0.41
C -3.10060 1.13954 -0.84077 0.59
C 6.22742 -0.69199 4.55647 -0.39
H -0.58134 -0.39794 2.69044 0.21
O -1.11145 0.48919 -2.03847 -0.60
H 5.73210 -2.79483 2.95710 0.21
H -4.22874 0.40933 -6.30542 0.20
H -5.95616 0.30993 -5.90099 0.16
C 0.19924 -0.62396 1.97810 -0.24
C -1.67987 0.56892 -0.96731 0.59
H 5.21325 -0.06637 2.74531 0.21
C 0.99154 -0.64213 -0.30203 -0.21
C -5.56961 1.33714 -3.38749 -0.22
H -4.87494 3.14283 -2.39639 0.19
C 3.69237 -2.04431 1.88825 0.79
C 2.18005 -1.19187 0.12974 -0.14
H -4.61301 3.50843 -4.55452 0.20
N -4.72155 1.42488 -4.56570 -0.45
H 6.56847 -0.21412 5.47818 0.20
N -3.58899 1.55497 -2.00540 -0.59
H -5.48761 1.89775 -1.28861 0.23
H 2.96729 -1.42183 -0.57187 0.24
C -4.92034 2.06526 -2.20698 -0.23
C 4.97255 -2.77733 3.74556 -0.09
H 6.04503 -2.56981 5.57814 0.21
O 3.75719 -2.26013 3.20777 -0.52
O 4.59240 -2.28961 1.11958 -0.61
H -3.02725 1.40786 -2.83739 0.44
H 7.11321 -0.99446 3.99348 0.20
H 4.54051 -1.64619 5.50600 0.21
C 5.42637 -1.93775 4.93829 -0.42
C 2.39294 -1.46238 1.48015 -0.20
H 4.48903 0.55299 4.23043 0.20
C 1.38948 -1.17243 2.40305 -0.15
H -1.90983 0.37574 0.98744 0.44
H -4.75600 -0.61650 -4.96808 0.20
H -4.13845 2.73448 -6.06651 0.21
H -6.57718 1.74940 -3.56278 0.18
C 5.43038 0.31747 3.73821 -0.61
O -3.66104 1.18969 0.24443 -0.64
H 1.55181 -1.38065 3.44856 0.23
C -4.84876 2.69934 -5.24224 -0.42
H 5.99837 1.23803 3.62289 0.21
H 4.76570 -3.80506 4.06395 0.19
H -5.67522 0.28281 -3.12225 0.20
C -0.01021 -0.35352 0.62410 0.15
```